DFT (ωB97M-V with the def2-TZVPD basis set) results for 11 unconnected molecules or ions with the total composition C44H95N3O8 in a non-equilibrium geometry.

Each atom is followed by the atoms it is bonded to, with distances in Å.
CARTESIAN COORDINATES (ANGSTROEM)
1 C -0.704 4.065 -1.338  C2 1.440, C5 1.362, H6 1.062
2 C 0.403 4.203 -0.428  C1 1.440, C3 1.374, H7 1.074
3 C 0.571 5.557 -0.268  C2 1.374, N4 1.418, H8 1.067
4 N -0.498 6.216 -0.927  C3 1.418, C5 1.377, H9 1.041
5 C -1.298 5.275 -1.536  C1 1.362, N4 1.377, H10 1.097
6 H -1.101 3.129 -1.645  C1 1.062
7 H 1.001 3.372 -0.103  C2 1.074
8 H 1.215 6.173 0.319  C3 1.067
9 H -0.674 7.242 -0.923  N4 1.041
10 H -2.260 5.515 -2.005  C5 1.097
11 C -2.254 -2.346 -4.468  C12 1.403, C15 1.384, H16 1.074
12 C -1.756 -1.554 -3.423  C11 1.403, C13 1.390, H17 1.071
13 C -0.706 -2.279 -2.872  C12 1.390, N14 1.370, H18 1.069
14 N -0.529 -3.399 -3.642  C13 1.370, C15 1.367, H19 1.004
15 C -1.455 -3.463 -4.646  C11 1.384, N14 1.367, H20 1.064
16 H -3.043 -1.987 -5.102  C11 1.074
17 H -2.173 -0.645 -3.040  C12 1.071
18 H -0.034 -2.074 -2.066  C13 1.069
19 H 0.200 -4.082 -3.548  N14 1.004
20 H -1.395 -4.281 -5.323  C15 1.064
21 C 0.513 0.046 0.138  C22 1.404, C25 1.350, H26 1.084
22 C -0.152 -0.492 1.251  C21 1.404, C23 1.374, H27 1.078
23 C -1.496 -0.366 0.994  C22 1.374, N24 1.356, H28 1.069
24 N -1.677 0.228 -0.212  C23 1.356, C25 1.368, H29 0.994
25 C -0.434 0.395 -0.759  C21 1.350, N24 1.368, H30 1.087
26 H 1.575 0.017 -0.074  C21 1.084
27 H 0.260 -0.884 2.167  C22 1.078
28 H -2.363 -0.522 1.600  C23 1.069
29 H -2.489 0.324 -0.776  N24 0.994
30 H -0.323 0.730 -1.787  C25 1.087
31 C -2.129 -4.292 1.504  C32 1.529, H36 1.100, H37 1.082, H38 1.080
32 C -3.196 -3.481 2.239  C31 1.529, O33 1.413, H39 1.091, H40 1.101
33 O -3.709 -4.311 3.261  C32 1.413, C34 1.407
34 C -4.787 -3.626 3.849  O33 1.407, C35 1.538, H41 1.110, H42 1.102
35 C -5.494 -4.572 4.835  C34 1.538, H43 1.103, H44 1.090, H45 1.117
36 H -2.445 -5.153 0.898  C31 1.100
37 H -1.552 -3.683 0.819  C31 1.082
38 H -1.384 -4.743 2.143  C31 1.080
39 H -2.768 -2.589 2.698  C32 1.091
40 H -3.993 -3.130 1.564  C32 1.101
41 H -4.424 -2.699 4.340  C34 1.110
42 H -5.589 -3.346 3.146  C34 1.102
43 H -5.971 -5.400 4.285  C35 1.103
44 H -6.283 -4.059 5.384  C35 1.090
45 H -4.717 -4.931 5.551  C35 1.117
46 C 4.623 3.166 -0.811  C47 1.505, H51 1.113, H52 1.065, H53 1.116
47 C 3.622 2.410 -1.642  C46 1.505, O48 1.419, H54 1.082, H55 1.113
48 O 4.362 1.618 -2.559  C47 1.419, C49 1.413
49 C 3.563 0.973 -3.531  O48 1.413, C50 1.490, H56 1.104, H57 1.093
50 C 4.383 0.016 -4.326  C49 1.490, H58 1.078, H59 1.093, H60 1.100
51 H 5.300 3.681 -1.529  C46 1.113
52 H 4.156 3.893 -0.188  C46 1.065
53 H 5.249 2.437 -0.243  C46 1.116
54 H 3.084 1.730 -0.995  C47 1.082
55 H 2.925 3.126 -2.131  C47 1.113
56 H 2.731 0.492 -2.988  C49 1.104
57 H 3.101 1.673 -4.231  C49 1.093
58 H 3.860 -0.198 -5.244  C50 1.078
59 H 4.581 -0.898 -3.760  C50 1.093
60 H 5.302 0.511 -4.671  C50 1.100
61 C -0.496 -2.081 4.591  C62 1.498, H66 1.095, H67 1.091, H68 1.101
62 C 0.787 -1.994 5.360  C61 1.498, O63 1.406, H69 1.094, H70 1.097
63 O 1.468 -0.903 4.792  C62 1.406, C64 1.466
64 C 2.800 -0.636 5.341  O63 1.466, C65 1.538, H71 1.073, H72 1.095
65 C 3.858 -1.305 4.448  C64 1.538, H73 1.127, H74 1.081, H75 1.090
66 H -1.032 -3.032 4.674  C61 1.095
67 H -1.224 -1.322 4.881  C61 1.091
68 H -0.234 -1.901 3.536  C61 1.101
69 H 0.573 -1.775 6.411  C62 1.094
70 H 1.423 -2.879 5.229  C62 1.097
71 H 2.897 0.432 5.335  C64 1.073
72 H 2.749 -0.937 6.393  C64 1.095
73 H 4.895 -0.962 4.728  C65 1.127
74 H 3.681 -0.992 3.428  C65 1.081
75 H 3.839 -2.391 4.542  C65 1.090
76 C -4.107 2.536 -2.539  C77 1.497, H81 1.087, H82 1.103, H83 1.087
77 C -5.003 1.346 -2.393  C76 1.497, O78 1.453, H84 1.135, H85 1.093
78 O -4.266 0.286 -1.727  C77 1.453, C79 1.435
79 C -4.953 -0.961 -1.908  O78 1.435, C80 1.522, H86 1.132, H87 1.097
80 C -4.350 -1.959 -0.930  C79 1.522, H88 1.072, H89 1.110, H90 1.057
81 H -3.713 2.799 -1.562  C76 1.087
82 H -3.217 2.212 -3.105  C76 1.103
83 H -4.461 3.352 -3.164  C76 1.087
84 H -5.908 1.592 -1.754  C77 1.135
85 H -5.294 0.967 -3.376  C77 1.093
86 H -6.054 -0.882 -1.656  C79 1.132
87 H -4.885 -1.348 -2.932  C79 1.097
88 H -4.793 -2.920 -1.102  C80 1.072
89 H -4.542 -1.634 0.114  C80 1.110
90 H -3.329 -2.180 -1.095  C80 1.057
91 C 0.672 0.132 -6.012  C92 1.523, H96 1.099, H97 1.090, H98 1.071
92 C 0.060 1.249 -5.176  C91 1.523, O93 1.413, H99 1.117, H100 1.089
93 O 0.830 2.401 -5.454  C92 1.413, C94 1.464
94 C 0.451 3.452 -4.508  O93 1.464, C95 1.535, H101 1.139, H102 1.117
95 C 1.539 4.534 -4.506  C94 1.535, H103 1.070, H104 1.085, H105 1.075
96 H -0.021 -0.709 -5.866  C91 1.099
97 H 0.642 0.453 -7.053  C91 1.090
98 H 1.662 -0.032 -5.641  C91 1.071
99 H -0.993 1.480 -5.466  C92 1.117
100 H 0.151 0.983 -4.123  C92 1.089
101 H -0.586 3.834 -4.786  C94 1.139
102 H 0.441 3.028 -3.474  C94 1.117
103 H 1.612 5.054 -5.438  C95 1.070
104 H 2.477 4.049 -4.257  C95 1.085
105 H 1.256 5.286 -3.792  C95 1.075
106 C -0.550 2.716 4.562  C107 1.520, H111 1.102, H112 1.085, H113 1.087
107 C -1.105 2.535 3.158  C106 1.520, O108 1.383, H114 1.084, H115 1.112
108 O -2.306 3.208 3.024  C107 1.383, C109 1.413
109 C -2.773 3.083 1.696  O108 1.413, C110 1.495, H116 1.106, H117 1.117
110 C -3.853 4.087 1.455  C109 1.495, H118 1.086, H119 1.064, H120 1.134
111 H 0.032 3.640 4.707  C106 1.102
112 H -1.327 2.782 5.316  C106 1.085
113 H 0.139 1.934 4.868  C106 1.087
114 H -0.378 2.932 2.458  C107 1.084
115 H -1.202 1.453 2.921  C107 1.112
116 H -1.919 3.219 1.007  C109 1.106
117 H -3.116 2.028 1.569  C109 1.117
118 H -3.423 5.084 1.475  C110 1.086
119 H -4.716 4.053 2.077  C110 1.064
120 H -4.113 4.008 0.354  C110 1.134
121 C 5.360 -0.714 0.302  C122 1.503, H126 1.090, H127 1.120, H128 1.094
122 C 5.126 0.309 1.378  C121 1.503, O123 1.398, H129 1.121, H130 1.116
123 O 3.826 0.822 1.359  C122 1.398, C124 1.428
124 C 3.757 1.879 2.317  O123 1.428, C125 1.547, H131 1.088, H132 1.092
125 C 2.367 2.553 2.247  C124 1.547, H133 1.089, H134 1.088, H135 1.080
126 H 5.674 -0.288 -0.650  C121 1.090
127 H 6.198 -1.403 0.582  C121 1.120
128 H 4.480 -1.311 0.043  C121 1.094
129 H 5.309 -0.132 2.393  C122 1.121
130 H 5.829 1.176 1.356  C122 1.116
131 H 3.992 1.470 3.298  C124 1.088
132 H 4.524 2.612 2.056  C124 1.092
133 H 1.572 1.812 2.177  C125 1.089
134 H 2.213 3.251 1.426  C125 1.088
135 H 2.144 3.166 3.109  C125 1.080
136 C 2.620 -2.802 1.644  C137 1.510, H141 1.102, H142 1.092, H143 1.087
137 C 1.900 -3.282 0.406  C136 1.510, O138 1.436, H144 1.097, H145 1.061
138 O 1.573 -4.674 0.524  C137 1.436, C139 1.402
139 C 0.727 -5.020 -0.540  O138 1.402, C140 1.533, H146 1.077, H147 1.106
140 C 0.470 -6.531 -0.491  C139 1.533, H148 1.089, H149 1.092, H150 1.069
141 H 3.575 -3.343 1.744  C136 1.102
142 H 2.888 -1.747 1.562  C136 1.092
143 H 1.949 -3.037 2.468  C136 1.087
144 H 1.013 -2.654 0.257  C137 1.097
145 H 2.538 -3.180 -0.436  C137 1.061
146 H -0.206 -4.483 -0.562  C139 1.077
147 H 1.313 -4.884 -1.469  C139 1.106
148 H 1.424 -7.053 -0.439  C140 1.089
149 H -0.113 -6.908 -1.333  C140 1.092
150 H -0.058 -6.816 0.394  C140 1.069

Highest occupied orbital energy ... -8.078 eV
Maximum force ... 0.0556 Eh/bohr
Gap between HOMO and LUMO ... 8.71 eV
Lowest unoccupied orbital energy ... 0.635 eV
E_tot ... -68014.3289 eV
SMILES ... c1cc[nH]c1.c1cc[nH]c1.c1cc[nH]c1.CCOCC.CCOCC.CCOCC.CCOCC.CCOCC.CCOCC.CCOCC.CCOCC